71
Properties=species:S:1:pos:R:3 method="wB97M-V/def2-TZVPD" e_lumo_ev="0.13 / -3.25" e_above_lowest_kj_mol=97.8 multiplicity=6 gap_ev="6.22 / 5.00" homo_energy_ev="-6.10 / -8.25" total_charge=0 s2=8.811
H -5.49108 -1.17720 0.28924
C -0.49043 2.00767 1.10343
H -3.54566 0.34978 -3.83536
H -2.68446 -1.72934 -2.99285
H 1.54780 -2.16538 0.74687
C -0.00777 3.28708 0.85604
C -3.42592 -1.05433 -0.32486
C -1.85120 -2.18185 1.07980
H -2.67892 3.33192 -2.06680
H 0.93653 -5.44371 -2.90530
C 0.86339 0.23680 -2.43024
H -2.81367 5.07423 1.49031
C 2.84580 1.19762 5.13292
H -0.46126 5.38143 0.79520
H 2.79199 2.43690 1.98752
H 3.33061 1.36033 6.08706
H 0.58257 2.11258 -1.48316
C 2.46551 2.09935 -2.50107
H 1.02082 3.43008 0.54278
C 1.42590 1.43118 -1.65333
C 3.79136 1.97427 -2.23154
C -2.47008 0.36856 -3.63028
C -0.84292 4.38663 0.98986
C 1.82685 -5.04973 -0.99278
C 1.91836 0.17709 4.99081
C -2.11034 -1.43054 -0.06946
C 1.39494 -2.87548 -0.05696
H 5.29803 1.16493 -0.90561
O -1.66264 1.18966 -1.49027
F -5.17701 -2.63672 2.40558
C 2.54576 1.79189 2.82008
H -1.24112 -1.38806 -4.01481
C 2.00880 -4.11110 0.02513
C -2.26413 1.40322 -2.54031
H -2.67864 -3.20161 2.78976
C -4.17487 -2.23527 1.60271
H -1.97470 0.75336 -4.52527
C -2.88031 -2.60310 1.91103
N -2.80489 2.61606 -2.76434
C -2.64693 2.93987 1.64589
H 2.62750 -4.36198 0.87687
H 1.66614 -0.44959 5.83670
H 4.51916 2.39955 -2.91248
C -1.93735 -0.99695 -3.28182
H 2.11849 2.60430 -3.39391
H 3.67160 0.39330 0.78808
H -2.19226 0.84349 1.68639
C 0.59262 -2.54824 -1.14941
C 4.23947 1.29475 -1.08227
C 3.30497 0.83801 -0.13061
C 2.42335 -6.34536 -0.89255
H 3.87181 2.80973 4.15896
C -2.16343 4.21469 1.38397
C 1.31465 -0.03973 3.76022
C 1.62428 0.76076 2.66584
H -3.66702 -0.43160 -1.17622
H -3.67424 2.80122 1.95866
C -1.81184 1.84217 1.50177
As 0.63647 0.42157 0.97948
H -0.12256 -3.23115 -3.06607
N 2.89050 -7.39282 -0.80715
C 3.15418 2.00651 4.04778
C 1.05190 -4.72447 -2.10534
C 0.45486 -3.47867 -2.18495
C 1.96207 0.98787 -0.31268
C -4.46771 -1.45999 0.49826
H -0.84027 -2.47157 1.33090
Pt -0.53607 -0.88898 -1.33464
S 1.77174 -0.61767 -3.55080
H 0.58885 -0.83792 3.64421
H -3.28792 2.83973 -3.61461

---

77
Properties=species:S:1:pos:R:3 method="wB97M-V/def2-TZVPD" e_lumo_ev=-6.11 e_above_lowest_kj_mol=73.0 gap_ev=6.96 homo_energy_ev=-13.07 total_charge=+2
C -2.88793 -2.18268 1.00981
O -1.70086 1.43987 0.58232
H -4.70810 -3.34413 0.99196
C -3.16536 -1.70591 -0.31599
C -1.60215 5.74474 0.50415
H -4.15930 -1.95111 -0.67983
C -2.65031 1.35476 -3.94047
H 1.72433 -4.98063 -0.97683
C -1.77170 -1.79258 1.78321
H -2.50489 -3.47357 4.63656
C -1.07225 6.44421 1.58418
C -0.76838 3.72452 1.45443
H -1.19463 7.51791 1.63561
C -0.39994 5.77898 2.60188
H -4.20160 1.44050 -5.44445
C -0.77699 2.85815 -3.71697
C 4.73170 0.90611 0.57834
H 4.26976 -3.94290 1.62211
C -1.45176 4.37232 0.42838
C 3.22451 -3.94006 1.93093
H 1.13720 -1.43313 1.96217
H 3.43161 -5.22942 -0.55835
N -2.38760 -0.99162 -1.07565
H 5.80183 0.73876 0.58830
C -2.60582 -3.11057 3.62222
H 0.65976 2.25157 -2.22497
H 2.31819 -2.79248 3.56148
C 1.59430 -2.91804 0.63673
N 0.58987 1.58588 0.30030
C -0.28923 2.04202 -2.69556
S -0.55320 2.00425 1.36477
S 0.47534 -2.69595 -0.63507
C 2.80757 -2.62401 2.60443
C -1.94379 2.50797 -4.34482
H -0.81018 -1.93551 3.67545
H 2.29591 2.55932 2.26382
N 2.35573 -3.99774 0.75107
H -0.21387 3.73281 -4.00889
C 3.95277 0.34713 -0.46595
H -5.30771 -0.61915 -4.66268
C 4.13111 1.65712 1.54434
H 5.55866 -0.52765 -1.61611
C 2.26964 -0.69861 -2.37959
C -2.87055 -0.46887 -2.31959
C 2.74213 1.92101 1.51105
C -4.43494 -0.23830 -4.14902
O -0.29894 1.46518 2.66382
H -2.33656 3.10810 -5.15762
C 3.65160 -0.87024 -2.51889
O -0.82634 -0.99746 1.29407
N 1.72689 -0.03216 -1.38122
H 3.05256 -4.81121 2.56152
H 4.03469 -1.40553 -3.37608
Hf -0.47393 -0.10775 -0.39262
C -1.65735 -2.26418 3.08661
C -3.96615 -0.91637 -3.00488
C 4.48720 -0.37870 -1.55138
H 4.72994 2.08890 2.33581
H 2.16099 -6.04340 0.37266
C -3.81920 0.89487 -4.59047
C 2.56304 0.54049 -0.46008
N 1.86775 -2.04613 1.62974
N -0.94908 0.97537 -2.25666
H -2.14189 6.27164 -0.27147
H 1.58994 -1.14234 -3.09738
C -3.70836 -3.50506 2.86094
H -4.49579 -1.80240 -2.67939
C -0.24438 4.40433 2.54659
C -2.14384 0.63643 -2.84252
C 1.96441 1.38144 0.52702
H 3.64531 -1.94970 2.76035
C -3.85079 -3.03902 1.58153
H 0.24972 3.86341 3.34428
H -1.87156 3.80616 -0.39354
Br -4.99379 -4.66111 3.60415
C 2.42206 -5.12901 -0.15955
H -0.00705 6.33016 3.44548

---

77
Properties=species:S:1:pos:R:3 method="wB97M-V/def2-TZVPD" e_lumo_ev=-1.10 e_above_lowest_kj_mol=37.3 gap_ev=6.51 homo_energy_ev=-7.61 total_charge=0
C -1.01520 2.74834 0.46615
C -4.09694 3.10825 -2.45227
H 4.85044 2.35928 -2.31761
C 5.46944 -0.14891 -5.17295
N -2.06777 -3.67370 1.31457
S -1.89354 -0.92782 0.21288
H 0.14363 3.98972 1.76210
H -3.03437 -6.00253 5.07683
H 0.12484 4.25979 7.60982
C 5.73464 2.04823 -4.24433
C 0.98830 -1.16936 -6.04402
C -1.35426 1.96746 5.61363
N -0.22356 1.72172 0.55897
H -2.63838 -3.90069 3.85076
C -1.97779 2.12987 -1.79596
N 0.63644 1.72311 1.65374
H 2.09185 2.79847 3.20291
H 6.11256 3.05946 -4.31437
C 0.88635 -0.24288 -3.83080
C 0.93664 2.31800 4.94751
C 1.23216 0.60777 1.87424
H -1.91440 -6.11665 0.26322
H 1.30868 -1.09956 -7.07534
C -2.37275 -7.27910 2.01763
C -4.18534 3.78470 -1.23327
C -0.28577 1.67707 4.77796
H 1.85909 0.70940 -5.47731
C 5.02777 1.65610 -3.12018
S 2.25833 0.44514 3.28671
H -2.29869 1.45778 5.47073
C -2.25995 -4.88781 1.98206
C -1.21658 2.90089 6.63112
H 3.04708 2.23601 4.57227
S 1.11712 -0.83868 0.91564
C -3.16679 3.65222 -0.31957
H -4.88967 3.20859 -3.18315
C 5.95227 1.14455 -5.27439
C 1.06895 3.24486 5.97691
H -5.04140 4.40575 -1.00923
C -0.16993 -2.36077 -4.30374
C -0.89259 3.86457 1.46465
H 6.50043 1.44251 -6.15810
C 0.17140 -1.35363 -3.40460
H -2.22209 -2.80206 1.81358
H -3.24112 4.17702 0.62276
Br 4.16513 -2.33383 -3.96154
H -2.05045 3.12292 7.28405
Rh -0.18784 0.17149 -0.71638
C -2.04939 2.83291 -0.56478
C 0.00163 3.53785 6.81291
N -0.25687 -1.41605 -2.04006
C -2.79191 -6.03574 4.02285
C 0.25084 -2.26688 -5.61848
C -2.15999 -6.10446 1.31487
C -1.35716 -2.47966 -0.43089
H -0.75618 -3.20230 -3.96652
H -2.93575 1.76956 -3.66504
N -1.53788 -3.63412 0.11226
I 3.42441 -0.13668 -1.30537
C 4.53433 0.35938 -3.00783
H -0.00773 -3.05119 -6.31742
H -0.40107 0.94240 3.99246
H 5.63736 -0.86461 -5.96562
C 1.29704 -0.15583 -5.15057
O -0.97514 1.35281 -2.13047
C -3.01718 2.30572 -2.72887
N -0.74779 -2.50611 -1.67999
H -2.29249 -8.22564 1.49911
H 2.02011 3.74342 6.12635
C -2.69099 -7.25508 3.36864
H -1.27589 4.79075 1.04815
H -2.85845 -8.17816 3.90662
C 4.76474 -0.54121 -4.04174
H -1.45223 3.62245 2.37164
C 2.11305 2.08782 4.02959
C -2.57346 -4.85274 3.33729
H 1.10769 0.55833 -3.14336

---

no.,DFT total energy (eV)
1,-119423.6474
2,-144861.6163
3,-161410.5810